Entry 1:
Density functional theory data (ωB97M-V/def2-TZVPD) for a molecular structure, C40H50FN2O10P2Pt at a distorted geometry.

Its total charge is +1. Its energy relative to the best compared isomer or geometry (same formula, charge and spin) is 251.3 kJ/mol. As for the electronic energy: -3317.7557 a.u. As for the LUMO energy (spin up / spin down): -2.7 / -4.9 eV. The multiplicity is 5. As for the highest occupied orbital energy (spin up / spin down): -10.53 / -11.17 eV. The value obtained for the HOMO-LUMO gap (spin up / spin down) is 7.841 / 6.302 eV.

Geometry as XYZ:
```
106
C40H50FN2O10P2Pt ωB97M-V/def2-TZVPD
Pt -0.7421 3.6144 1.8161
O -3.8592 1.2124 1.4181
C -2.8160 1.6773 1.0877
O -2.4552 2.8856 1.5485
C -1.8116 1.0476 0.1560
P -0.5469 0.1785 1.1131
C -1.3396 -0.9084 2.2256
C -2.1237 -1.9451 1.7766
C -2.7792 -2.6794 2.7159
C -2.7080 -2.4389 4.0890
C -1.8801 -1.4454 4.4943
C -1.1442 -0.7478 3.5906
C 0.6031 -0.5412 -0.0301
C 1.0541 0.3774 -1.0112
C 1.6899 0.0754 -2.1416
C 1.9600 -1.3110 -2.4169
C 1.5399 -2.2423 -1.4870
C 0.8725 -1.8789 -0.3285
H -1.3929 1.9091 -0.4228
H -2.2672 0.2719 -0.4990
H -2.2909 -2.1730 0.6763
H -3.2858 -3.5813 2.3919
H -3.4597 -2.8914 4.7771
H -1.7931 -1.1272 5.5227
H -0.5844 0.1265 3.8669
H 0.6119 2.3640 -1.3761
H 2.1125 0.7511 -2.8456
H 2.4672 -1.6822 -3.2252
H 1.7341 -3.2808 -1.7298
H 0.5580 -2.6917 0.3770
C 6.6802 2.6569 2.8015
C 5.8716 1.4946 2.2857
C 6.2656 0.1150 2.8396
C 5.8873 -0.0798 4.3024
C 4.4320 0.2406 4.5119
C 3.7769 -0.2552 5.5845
C 2.4652 0.0701 5.8526
F 1.8805 -0.3536 6.9829
C 1.7466 0.8526 4.9704
C 2.4864 1.4774 3.9064
C 1.7389 2.3647 3.0057
O 0.4737 2.5019 3.2460
C 2.5069 2.9246 1.9789
C 3.8508 2.6517 1.8692
N 4.4561 1.6859 2.5723
C 3.7898 1.1482 3.6737
C 2.0131 3.9007 0.9369
O 2.7802 4.2430 0.0501
O 0.8820 4.5510 1.1909
H 7.7251 2.4262 2.6650
H 6.5389 2.7346 3.8968
H 6.4520 3.6052 2.3063
H 5.9250 1.5587 1.2043
H 7.2841 -0.0054 2.6538
H 5.6271 -0.6373 2.4117
H 6.4663 0.4859 5.0429
H 6.0228 -1.0969 4.5720
H 4.3020 -0.8755 6.3632
H 0.7340 1.2066 5.2635
H 4.4194 3.1416 1.0720
C 0.4056 6.4729 -3.3222
N 0.3583 4.9917 -3.1338
C 1.3099 4.1500 -3.7877
C -0.5656 4.4548 -2.2936
C -1.6011 5.4244 -1.8133
O -0.6008 3.2259 -1.9998
H 0.0280 6.9212 -2.4098
H -0.1406 6.7791 -4.2200
H 1.4763 6.7775 -3.5687
H 2.0587 3.9054 -3.0326
H 1.7099 4.7039 -4.6786
H 0.8489 3.3113 -4.2097
H -1.0806 6.2152 -1.2580
H -2.3618 5.1002 -1.1656
H -2.1099 5.9431 -2.6986
C -4.0480 -0.4767 -3.7077
C -4.5870 -1.9271 -3.8928
C -5.0578 -2.1998 -5.2786
C -5.7049 -2.2129 -2.8721
O -3.4522 -2.8591 -3.7640
P -2.2271 -2.8827 -2.7145
O -2.5780 -2.3883 -1.3006
O 0.9153 1.6899 -0.6751
O -1.6727 -4.3532 -2.8583
C -1.9951 -5.4611 -1.8396
C -1.8518 -6.7608 -2.5770
C -3.4843 -5.2114 -1.3311
C -0.9775 -5.1444 -0.7586
H -4.8059 0.2305 -3.9568
H -3.0893 -0.4088 -4.3226
H -3.7223 -0.2166 -2.6819
H -5.8070 -1.4110 -5.5175
H -5.6059 -3.1493 -5.3951
H -4.2156 -2.2491 -5.9346
H -6.3410 -1.3292 -2.8286
H -5.4177 -2.3886 -1.8387
H -6.3358 -3.0581 -3.2109
H -2.5668 -6.7114 -3.3354
H -2.0046 -7.5677 -1.9163
H -0.8447 -6.9345 -2.9867
H -4.1243 -4.9975 -2.1967
H -3.5049 -4.3523 -0.6021
H -3.7883 -6.1123 -0.8087
H 0.0151 -5.1628 -1.2456
H -0.9697 -5.8386 0.0917
H -1.2891 -4.1904 -0.2943
```


Entry 2:
Density functional theory data (ωB97M-V/def2-TZVPD) for 9 unconnected molecules or ions with the total composition C30H87ClN8O4 at a distorted geometry.

Its total charge is +2. Its energy relative to the best compared isomer or geometry (same formula, charge and spin) is 0.0 kJ/mol. As for the electronic energy: -2393.6081 a.u. As for the LUMO energy: -5.4 eV. As for the highest occupied orbital energy: -12.02 eV. The value obtained for the HOMO-LUMO gap is 6.609 eV.

Geometry as XYZ:
```
130
C30H87ClN8O4 ωB97M-V/def2-TZVPD
N 0.6016 2.5480 -2.9712
H 1.4180 2.5593 -3.6487
H 0.5198 3.3852 -2.4062
H 0.5748 1.6512 -2.4722
H -0.2069 2.4830 -3.5985
N -2.9769 -2.1876 0.2742
H -2.1066 -1.6571 0.3898
H -3.1531 -2.6952 1.1899
H -2.9850 -2.8267 -0.6135
H -3.6867 -1.4639 0.1636
N -2.3357 2.6742 0.9941
H -2.3046 1.7156 0.6395
H -1.8620 2.6439 1.9850
H -3.2919 3.0146 1.0544
H -1.7243 3.2563 0.4277
Cl 0.4463 -0.5168 -1.0416
O -0.3107 0.6788 -0.6217
O -0.1660 -1.6786 -0.4381
O 0.3977 -0.5996 -2.4823
O 1.7894 -0.3891 -0.5868
C 0.9186 1.7533 2.6905
C 0.2522 3.0163 3.2255
N -1.1924 2.8254 3.5154
C -1.7050 4.1185 4.0069
C -3.1821 4.1016 4.3452
C -1.5153 1.6783 4.3908
C -0.7371 1.6450 5.6939
H 0.9312 0.9582 3.4453
H 1.9694 1.9391 2.4777
H 0.3944 1.2759 1.8580
H 0.8005 3.4074 4.0817
H 0.2387 3.7036 2.3737
H -1.1103 4.4879 4.8513
H -1.5656 4.8878 3.2382
H -3.4677 3.4591 5.1793
H -3.6348 5.0774 4.5037
H -3.7590 3.6558 3.5169
H -1.2638 0.8125 3.7702
H -2.5772 1.6002 4.6127
H -0.7891 0.6758 6.1898
H -0.9420 2.4870 6.3532
H 0.3455 1.7154 5.5259
C 5.9656 1.8211 2.6327
C 5.0108 2.5988 1.7304
N 5.2182 2.3458 0.3101
C 4.3372 3.1542 -0.5381
C 4.6981 4.6360 -0.4873
C 4.9848 0.9222 -0.0178
C 6.0783 0.3759 -0.9333
H 5.7639 2.1347 3.6561
H 6.9923 2.0926 2.3803
H 5.8946 0.7430 2.5222
H 3.9769 2.3589 2.0517
H 5.1737 3.6598 1.9150
H 3.2745 3.0404 -0.2557
H 4.5964 2.8254 -1.5477
H 4.6815 5.0871 0.5017
H 4.0584 5.2295 -1.1518
H 5.6840 4.8148 -0.9250
H 4.8375 0.2651 0.8371
H 4.0292 0.7900 -0.5477
H 6.3588 0.9722 -1.7962
H 6.9015 -0.0772 -0.3831
H 5.6230 -0.5265 -1.3801
C 0.9314 1.1217 -6.7949
C 2.0319 2.0765 -6.3875
N 2.5294 1.8792 -5.0103
C 3.7651 2.7174 -4.9170
C 3.5360 4.1070 -4.3747
C 2.9603 0.4618 -4.8366
C 3.5439 0.2156 -3.4500
H 0.2069 0.9776 -5.9882
H 1.3259 0.1627 -7.1195
H 0.3816 1.5341 -7.6417
H 2.8443 1.9925 -7.1243
H 1.7446 3.1218 -6.5402
H 4.5298 2.2119 -4.3281
H 4.2672 2.7849 -5.8898
H 2.9412 4.7708 -5.0095
H 2.9623 4.1123 -3.4358
H 4.4791 4.6096 -4.1632
H 3.6174 0.1971 -5.6711
H 2.0393 -0.1131 -4.9218
H 3.5699 1.1166 -2.8359
H 4.5433 -0.2135 -3.4709
H 2.9231 -0.5044 -2.9168
C -3.1016 -1.4052 -2.9663
C -3.7665 -2.7755 -2.8961
N -3.1269 -3.7548 -1.9944
C -1.7188 -3.9984 -2.3677
C -0.9797 -4.8013 -1.3118
C -3.9416 -4.9701 -1.9919
C -5.1516 -4.8651 -1.0482
H -3.6532 -0.6774 -3.5612
H -2.1266 -1.4832 -3.4475
H -2.9514 -0.9466 -1.9843
H -4.8278 -2.6515 -2.6821
H -3.6895 -3.2219 -3.8998
H -1.6864 -4.5690 -3.3050
H -1.2371 -3.0282 -2.4364
H 0.0436 -4.9489 -1.6582
H -0.8118 -4.1709 -0.4263
H -1.4533 -5.7023 -0.9353
H -3.3850 -5.8399 -1.6522
H -4.3045 -5.1910 -3.0036
H -5.9825 -4.2870 -1.4517
H -4.8626 -4.3952 -0.1053
H -5.4934 -5.8807 -0.8544
C -4.9176 -3.7894 4.3914
C -4.3884 -3.1183 3.1235
N -2.9201 -3.1079 2.9279
C -2.3267 -4.4475 3.0989
C -2.9437 -5.4931 2.1990
C -2.3005 -2.0801 3.7396
C -0.7758 -2.0254 3.6651
H -5.9718 -3.5116 4.4582
H -4.4773 -3.3218 5.2717
H -4.8166 -4.8680 4.3554
H -4.8063 -3.6027 2.2306
H -4.7758 -2.0966 3.0474
H -1.2965 -4.3690 2.7411
H -2.2700 -4.6949 4.1638
H -2.8869 -5.2197 1.1338
H -2.3724 -6.4200 2.2125
H -4.0136 -5.6543 2.3371
H -2.6518 -2.0143 4.7819
H -2.6041 -1.0725 3.3952
H -0.3788 -1.1099 4.1031
H -0.4599 -2.0287 2.6161
H -0.2970 -2.8708 4.1574
```


Entry 3:
Density functional theory data (ωB97M-V/def2-TZVPD) for a single C2H3NO2 molecule at a distorted geometry.

Its total charge is 0. Its energy relative to the best compared isomer or geometry (same formula, charge and spin) is 883.3 kJ/mol. As for the electronic energy: -282.9216 a.u. As for the LUMO energy: -0.1 eV. As for the highest occupied orbital energy: -8.08 eV. The value obtained for the HOMO-LUMO gap is 7.983 eV.

Geometry as XYZ:
```
8
C2H3NO2 ωB97M-V/def2-TZVPD
C -0.9728 -0.5356 0.1271
C -0.2660 0.8106 -0.0013
N 0.4170 -0.2661 -0.0362
O 2.4173 0.4487 0.0896
O 1.6617 -0.6487 0.0204
H -1.4674 -0.7302 1.0065
H -1.5629 -0.8775 -0.7912
H -0.2268 1.7988 -0.4149
```


Entry 4:
Density functional theory data (ωB97M-V/def2-TZVPD) for a single C5H8O3S molecule at a distorted geometry.

Its total charge is 0. Its energy relative to the best compared isomer or geometry (same formula, charge and spin) is 560.6 kJ/mol. As for the electronic energy: -819.0191 a.u. As for the LUMO energy (spin up / spin down): -2.8 / -1.3 eV. As for the highest occupied orbital energy (spin up / spin down): -8.00 / -9.09 eV. The value obtained for the HOMO-LUMO gap (spin up / spin down) is 5.204 / 7.795 eV.

Geometry as XYZ:
```
17
C5H8O3S ωB97M-V/def2-TZVPD
C 0.5646 -0.4017 1.0752
C 1.1501 -0.4811 2.1911
C 0.0667 0.1071 -0.2411
C 1.2239 1.0980 -0.6146
C 0.0367 -0.9797 -1.3066
O -3.0152 -0.7045 -0.7704
O -3.3723 1.1303 0.8119
O -1.1143 0.8429 -0.1934
S -2.5636 0.0633 0.4058
H 0.7948 -1.2421 2.8253
H 1.7727 0.2594 2.5182
H 2.0649 0.3764 -0.5384
H 1.2855 2.0204 0.1372
H 0.8442 1.3883 -1.5439
H -0.5102 -1.8456 -0.9998
H 1.1127 -1.2095 -1.5840
H -0.3413 -0.4217 -2.1726
```


> Which value of total charge does entry 1 give?

+1


> Which of these has the highest total charge?

C30H87ClN8O4


> The highest electronic energy belongs to which entry?

C2H3NO2


> Which of these has the highest energy relative to the best compared isomer or geometry (same formula, charge and spin)?

C2H3NO2